[1]
# C3HCuO2

A molecular structure, C3HCuO2 in a non-equilibrium geometry (ωB97M-V with the def2-TZVPD basis set, OMol25).

```
7
Properties=species:S:1:pos:R:3
Cu 1.315 1.560 0.794
O 1.934 -0.653 0.289
O -0.145 -1.659 -0.405
C -0.801 1.072 0.321
C -1.435 0.136 -0.210
C 1.209 -1.503 -0.019
H -2.078 1.047 -0.771
```

## Properties
Kohn-Sham gap (alpha / beta) (eV): 7.75 / 7.75
Net charge: 0
LUMO level (alpha / beta) (eV): -1.44 / -1.44
F_max (eV Å⁻¹): 10.31
Calculated total energy (eV): -51853.8911

natural (NBO) charges, unit e, in atom order:
1. Cu 0.802
2. O -0.581
3. O -0.498
4. C -0.492
5. C -0.446
6. C 0.922
7. H 0.293


[2]
# C3HF

2 unconnected molecules or ions with the total composition C3HF in a non-equilibrium geometry (ωB97M-V with the def2-TZVPD basis set, OMol25).

```
5
Properties=species:S:1:pos:R:3
F -1.366 1.111 -0.265
C 1.858 -0.676 0.018
C 1.400 -0.143 -0.911
C -0.962 -0.081 -0.023
H -0.931 -0.211 1.182
```

## Properties
Kohn-Sham gap (alpha / beta) (eV): 8.02 / 7.43
Net charge: 0
LUMO level (alpha / beta) (eV): -2.56 / -3.22
F_max (eV Å⁻¹): 10.95
Calculated total energy (eV): -5832.3944

natural (NBO) charges, unit e, in atom order:
1. F -0.284
2. C -0.075
3. C -0.278
4. C 0.485
5. H 0.152


[3]
# C3HF3

2 unconnected molecules or ions with the total composition C3HF3 in a non-equilibrium geometry (ωB97M-V with the def2-TZVPD basis set, OMol25).

```
7
Properties=species:S:1:pos:R:3
F 1.902 1.493 0.203
F -3.393 0.607 -0.102
F 2.428 -0.645 -0.019
C 0.201 -0.226 -0.011
C -2.592 -0.278 0.290
C 1.412 0.220 0.040
H 0.042 -1.171 -0.400
```

## Properties
Kohn-Sham gap (alpha / beta) (eV): 8.16 / 8.42
<S²>: 2.013
Net charge: 0
LUMO level (alpha / beta) (eV): -0.24 / -1.97
F_max (eV Å⁻¹): 2.71
Spin multiplicity: 3
Calculated total energy (eV): -11271.3157

natural (NBO) charges, unit e, in atom order:
1. F -0.312
2. F -0.329
3. F -0.303
4. C -0.200
5. C 0.337
6. C 0.620
7. H 0.188


[4]
# C3HFN2O2S

A single C3HFN2O2S molecule in a non-equilibrium geometry (ωB97M-V with the def2-TZVPD basis set, OMol25).

```
10
Properties=species:S:1:pos:R:3
S 0.437 -0.047 -1.184
F -0.664 0.786 -2.066
O 0.196 -1.435 -1.234
O 1.728 0.518 -1.373
N -2.442 -0.403 0.773
N 1.401 -1.323 1.511
C -0.069 0.553 0.582
C 0.858 -0.354 1.215
C -1.415 0.147 0.778
H -0.031 1.559 0.997
```

## Properties
Kohn-Sham gap (eV): 11.80
Net charge: 0
LUMO level (eV): -0.67
F_max (eV Å⁻¹): 4.21
SMILES string: N#CC(C#N)S(=O)(=O)F
Calculated total energy (eV): -23752.0747

natural (NBO) charges, unit e, in atom order:
1. S 2.378
2. F -0.461
3. O -0.819
4. O -0.851
5. N -0.199
6. N -0.188
7. C -0.615
8. C 0.214
9. C 0.227
10. H 0.316


[5]
# C3HGaO2

A molecular structure, C3HGaO2 in a non-equilibrium geometry (ωB97M-V with the def2-TZVPD basis set, OMol25).

```
7
Properties=species:S:1:pos:R:3
Ga 2.740 0.540 -0.014
O 1.030 1.329 -0.005
O 1.436 -0.831 -0.021
C -0.811 -0.132 -0.003
C -1.999 -0.341 0.087
C 0.615 0.132 -0.017
H -3.012 -0.697 -0.027
```

## Properties
Kohn-Sham gap (alpha / beta) (eV): 10.31 / 4.74
Net charge: +2
LUMO level (alpha / beta) (eV): -13.06 / -15.90
F_max (eV Å⁻¹): 3.81
Calculated total energy (eV): -59571.7261

natural (NBO) charges, unit e, in atom order:
1. Ga 1.637
2. O -0.623
3. O -0.620
4. C 0.222
5. C 0.390
6. C 0.664
7. H 0.329


[6]
# C3HIN2O

A single C3HIN2O molecule in a non-equilibrium geometry (ωB97M-V with the def2-TZVPD basis set, OMol25).

```
8
Properties=species:S:1:pos:R:3
I -1.886 -1.060 2.389
O 1.341 0.010 3.504
N 1.457 0.448 0.193
N 2.024 0.481 1.301
C -0.212 -0.300 1.493
C 0.130 0.013 0.235
C 1.173 0.071 2.334
H -0.412 -0.041 -0.688
```

## Properties
Kohn-Sham gap (eV): 7.63
Net charge: 0
LUMO level (eV): -2.17
F_max (eV Å⁻¹): 3.72
SMILES string: O=C1N=NC=C1I
Calculated total energy (eV): -16252.5100

natural (NBO) charges, unit e, in atom order:
1. I 0.276
2. O -0.412
3. N -0.052
4. N -0.228
5. C -0.282
6. C -0.160
7. C 0.628
8. H 0.230


[7]
# C3HINO

A molecular structure, C3HINO in a non-equilibrium geometry (ωB97M-V with the def2-TZVPD basis set, OMol25).

```
7
Properties=species:S:1:pos:R:3
I -1.748 -0.062 -1.509
O -1.569 -1.352 1.511
N 1.363 -0.333 -0.674
C -0.848 -0.611 1.056
C 1.127 0.810 -0.070
C -0.053 -0.199 -0.272
H 1.728 1.746 -0.042
```

## Properties
Kohn-Sham gap (eV): 7.61
Net charge: +1
LUMO level (eV): -7.27
F_max (eV Å⁻¹): 5.05
Calculated total energy (eV): -14752.6574

natural (NBO) charges, unit e, in atom order:
1. I 0.427
2. O -0.229
3. N -0.193
4. C 0.835
5. C 0.142
6. C -0.285
7. H 0.302


[8]
# C3HLaO3

A molecular structure, C3HLaO3 in a non-equilibrium geometry (ωB97M-V with the def2-TZVPD basis set, OMol25).

```
8
Properties=species:S:1:pos:R:3
La 1.281 0.091 -3.192
O 0.752 -1.222 -0.996
O -1.245 1.739 0.430
O 0.957 -1.222 1.189
C -0.238 -0.300 1.398
C -0.889 0.698 1.161
C 1.502 -1.408 -0.022
H -2.119 1.624 0.033
```

## Properties
Kohn-Sham gap (alpha / beta) (eV): 6.45 / 5.72
Net charge: +2
LUMO level (alpha / beta) (eV): -10.31 / -10.59
F_max (eV Å⁻¹): 5.73
Calculated total energy (eV): -10102.2753

natural (NBO) charges, unit e, in atom order:
1. La 1.977
2. O -0.746
3. O -0.642
4. O -0.443
5. C 0.142
6. C 0.327
7. C 0.862
8. H 0.522


[9]
# C3HLiO4Sr

A molecular structure, C3HLiO4Sr in a non-equilibrium geometry (ωB97M-V with the def2-TZVPD basis set, OMol25).

```
10
Properties=species:S:1:pos:R:3
Sr -2.436 0.923 0.237
O 0.618 -1.547 2.425
O 0.776 1.126 -2.484
O 0.658 -0.052 -0.613
O -0.996 1.152 -1.509
C 0.059 0.428 -1.747
C 0.382 -0.914 1.505
C -0.117 -0.190 0.464
Li 1.335 -2.941 4.029
H -0.279 2.015 -2.308
```

## Properties
Kohn-Sham gap (alpha / beta) (eV): 9.33 / 8.19
<S²>: 0.757
Net charge: +3
LUMO level (alpha / beta) (eV): -12.73 / -14.66
F_max (eV Å⁻¹): 7.57
Spin multiplicity: 2
Calculated total energy (eV): -12323.6388

natural (NBO) charges, unit e, in atom order:
1. Sr 1.930
2. O -0.403
3. O -0.453
4. O -0.364
5. O -0.904
6. C 1.008
7. C 0.766
8. C -0.205
9. Li 0.998
10. H 0.627


[10]
# C3HMgO2

A molecular structure, C3HMgO2 in a non-equilibrium geometry (ωB97M-V with the def2-TZVPD basis set, OMol25).

```
7
Properties=species:S:1:pos:R:3
Mg 1.850 -0.980 1.072
O 0.176 0.066 1.103
O -1.627 1.437 1.118
C -3.956 -0.330 0.980
C -0.459 1.069 1.146
C -3.017 0.424 1.001
H -4.825 -0.965 0.951
```

## Properties
Kohn-Sham gap (alpha / beta) (eV): 5.03 / 4.88
<S²>: 0.766
Net charge: +2
LUMO level (alpha / beta) (eV): -13.29 / -13.30
F_max (eV Å⁻¹): 4.67
Spin multiplicity: 2
Calculated total energy (eV): -12640.7087

natural (NBO) charges, unit e, in atom order:
1. Mg 1.969
2. O -0.892
3. O -0.381
4. C -0.156
5. C 0.976
6. C 0.185
7. H 0.299


[11]
# C3HN3O

A single C3HN3O molecule in a non-equilibrium geometry (ωB97M-V with the def2-TZVPD basis set, OMol25).

```
8
Properties=species:S:1:pos:R:3
O -0.987 -1.044 -0.107
N -2.298 0.536 0.012
N -2.380 -0.607 0.095
N -1.139 1.068 -0.074
C -0.280 0.018 -0.047
C 2.354 -0.093 -0.008
C 1.209 0.092 0.057
H 3.521 0.029 0.070
```

## Properties
Kohn-Sham gap (eV): 10.84
Net charge: 0
LUMO level (eV): -0.20
F_max (eV Å⁻¹): 7.90
SMILES string: C#Cc1nnno1
Calculated total energy (eV): -9639.2996

natural (NBO) charges, unit e, in atom order:
1. O -0.325
2. N -0.002
3. N 0.119
4. N -0.324
5. C 0.481
6. C -0.102
7. C -0.120
8. H 0.272


[12]
# C3HN3O2S

2 unconnected molecules or ions with the total composition C3HN3O2S in a non-equilibrium geometry (ωB97M-V with the def2-TZVPD basis set, OMol25).

```
10
Properties=species:S:1:pos:R:3
S 0.852 1.379 0.608
O -1.135 -1.597 -0.762
O -1.855 0.320 -0.035
N 2.182 -1.635 -0.692
N -0.970 0.618 2.616
N -1.021 -0.432 -0.447
C -0.283 0.964 1.780
C 0.335 0.142 -0.609
C 1.308 -0.890 -0.647
H 0.586 1.129 -1.810
```

## Properties
Kohn-Sham gap (eV): 8.86
Net charge: 0
LUMO level (eV): -1.99
F_max (eV Å⁻¹): 4.84
Calculated total energy (eV): -22520.7079

natural (NBO) charges, unit e, in atom order:
1. S 0.404
2. O -0.320
3. O -0.307
4. N -0.204
5. N -0.249
6. N 0.504
7. C 0.000
8. C -0.324
9. C 0.180
10. H 0.316